[1]
Formula: C19H48BNO12P3
Source: OMol25
Level of theory: ωB97M-V with the def2-TZVPD basis set

Geometry as XYZ:
```
84
Properties=species:S:1:pos:R:3:lowdin_charge:R:1
C 0.465 -6.955 3.731 -0.139
C -0.455 -6.718 2.505 -0.152
B 0.258 -5.772 1.430 -0.376
O 1.663 -5.750 1.447 0.098
C -0.503 -4.899 0.333 -0.326
C -1.426 -3.746 0.803 -0.233
O -1.751 -3.034 -0.412 -0.422
P -0.400 -3.247 -1.516 0.543
N 1.133 -3.204 -2.512 -0.258
C 1.204 -4.306 -3.491 -0.170
C 1.254 -2.001 -3.289 -0.574
C 2.447 -1.019 -3.061 -0.006
O 0.488 -1.716 -4.170 0.039
O 0.524 -4.237 -0.396 -0.290
H -0.010 -7.598 4.488 0.061
H 0.792 -6.001 4.163 0.072
H 1.382 -7.478 3.430 0.064
H -0.627 -7.711 2.046 0.102
H -1.448 -6.343 2.795 0.091
H 1.965 -6.262 0.683 0.111
H -1.195 -5.568 -0.227 0.132
H -0.948 -2.944 1.406 0.117
H -2.333 -3.979 1.386 0.109
H 0.066 -1.971 -0.993 0.032
H -1.254 -2.619 -2.507 0.003
H -0.897 -4.487 -2.091 0.026
H 0.281 -4.449 -4.078 0.067
H 1.986 -4.034 -4.227 0.072
H 1.535 -5.247 -3.033 0.067
H 2.222 -0.121 -3.638 0.067
H 3.359 -1.544 -3.371 0.070
H 2.476 -0.810 -1.983 0.059
O 4.265 3.395 2.212 -0.230
P 4.784 3.365 0.807 0.590
O 3.630 4.194 -0.021 -0.202
C 3.336 5.533 0.344 -0.295
C 4.405 6.495 -0.145 -0.082
O 4.404 1.842 0.369 -0.209
C 4.036 0.855 1.335 -0.287
C 2.534 0.805 1.505 -0.068
O 5.851 3.386 -0.486 -0.183
C 7.106 4.060 -0.371 -0.294
C 7.739 3.936 1.000 -0.092
H 3.205 5.618 1.426 0.108
H 2.381 5.782 -0.122 0.119
H 5.339 6.346 0.407 0.061
H 4.091 7.530 0.001 0.076
H 4.614 6.335 -1.203 0.083
H 4.543 1.030 2.285 0.100
H 4.386 -0.110 0.965 0.118
H 2.109 1.790 1.703 0.072
H 2.262 0.139 2.325 0.080
H 2.067 0.435 0.590 0.072
H 6.981 5.113 -0.645 0.099
H 7.769 3.616 -1.116 0.120
H 7.141 4.455 1.759 0.070
H 8.736 4.377 1.003 0.080
H 7.816 2.888 1.295 0.087
O -6.369 1.731 1.134 -0.244
P -5.552 1.571 -0.112 0.593
O -4.934 3.083 -0.330 -0.211
C -4.127 3.657 0.688 -0.301
C -2.729 3.063 0.696 -0.078
O -6.737 1.594 -1.248 -0.213
C -8.102 1.424 -0.894 -0.303
C -8.777 2.763 -0.670 -0.082
O -4.560 0.897 -1.259 -0.181
C -3.601 -0.105 -0.869 -0.263
C -4.111 -1.028 0.211 -0.083
H -4.601 3.542 1.666 0.106
H -4.067 4.726 0.475 0.113
H -2.753 2.023 1.034 0.065
H -2.075 3.619 1.370 0.076
H -2.297 3.076 -0.305 0.086
H -8.201 0.776 -0.023 0.102
H -8.587 0.908 -1.727 0.113
H -8.216 3.384 0.028 0.071
H -9.790 2.627 -0.283 0.071
H -8.836 3.318 -1.609 0.072
H -2.673 0.381 -0.556 0.106
H -3.366 -0.687 -1.761 0.123
H -4.269 -0.487 1.156 0.071
H -3.390 -1.824 0.394 0.054
H -5.066 -1.475 -0.080 0.089
```

## Properties
Total charge: -1
HOMO (eV): -4.594
Kohn-Sham gap (eV): 6.1
Lowest unoccupied orbital energy (eV): 1.48

***

[2]
Formula: C11H31N3O11S
Source: OMol25
Level of theory: ωB97M-V with the def2-TZVPD basis set

Geometry as XYZ:
```
57
Properties=species:S:1:pos:R:3:mulliken_spin:R:1
N -0.177 5.105 1.114 1.002
H -0.208 4.117 0.905 -0.025
H -0.647 5.612 0.379 -0.182
H 0.723 5.555 1.201 -0.109
H -0.738 5.186 1.950 -0.089
N -2.881 2.316 1.995 0.425
H -2.885 3.225 2.436 -0.093
H -3.689 2.200 1.400 -0.053
H -2.765 1.546 2.639 0.029
H -2.115 2.224 1.344 -0.044
N -2.383 4.333 -1.899 0.981
H -3.316 3.982 -2.061 -0.136
H -1.888 4.413 -2.776 -0.037
H -1.846 3.664 -1.366 -0.090
H -2.269 5.196 -1.387 -0.163
C -0.343 1.269 -0.772 0.003
O -0.684 2.504 -0.114 -0.483
H -1.074 1.081 -1.558 0.051
H 0.673 1.157 -1.151 -0.001
H -0.475 0.526 0.015 0.010
C 2.248 -2.151 -0.905 0.001
C 2.284 -3.718 -0.822 0.000
C 1.873 -4.663 -1.937 0.000
O 2.794 -5.723 -1.876 0.000
C 3.804 -5.447 -1.061 0.000
O 4.862 -6.138 -1.008 0.000
O 3.588 -4.215 -0.449 0.000
H 2.524 -1.728 0.061 0.000
H 1.293 -1.712 -1.194 0.000
H 2.921 -1.682 -1.622 0.000
H 1.675 -3.995 0.039 0.000
H 1.957 -4.164 -2.902 0.000
H 0.870 -5.080 -1.845 0.000
C 2.793 2.603 2.958 -0.010
C 1.948 1.460 2.447 0.015
C 2.171 0.106 3.198 0.001
O 0.887 -0.305 3.708 0.002
C -0.011 0.707 3.502 0.008
O -1.239 0.755 3.687 -0.012
O 0.675 1.788 2.849 -0.028
H 2.478 3.583 2.598 0.012
H 3.876 2.587 2.836 0.001
H 2.628 2.722 4.029 0.001
H 1.937 1.229 1.381 0.010
H 2.894 0.226 4.004 0.000
H 2.510 -0.607 2.447 -0.001
C -2.284 -2.370 -1.385 -0.003
C -2.846 -1.775 -2.687 0.006
O -2.785 -2.765 -3.702 -0.001
S -2.266 -4.256 -3.129 0.001
O -1.187 -4.831 -3.921 0.000
O -3.413 -5.155 -2.799 0.000
O -1.610 -3.547 -1.755 0.000
H -3.028 -2.784 -0.704 -0.001
H -1.626 -1.708 -0.824 0.001
H -2.312 -0.893 -3.040 0.003
H -3.892 -1.562 -2.468 -0.001
```

## Properties
Total charge: +1
Multiplicity: 2
HOMO (spin up / spin down) (eV): -7.480 / -11.705
Expectation value of S²: 0.751
Kohn-Sham gap (spin up / spin down) (eV): 4.5 / 8.1
Lowest unoccupied orbital energy (spin up / spin down) (eV): -2.96 / -3.56

***

Computed values of M (unit: g mol⁻¹) for the preceding records, in sequence: 586.3, 413.4.